No. 1
27
Properties=species:S:1:pos:R:3 method="wB97M-V/def2-TZVPD" smiles="C[C@H](N)C(=O)N[C@@H](CC(N)=O)C(=O)O" homo_lumo_gap_ev=10.0998 homo_energy_ev=-9.651 max_force_ev_per_a=5.34
O 2.18 2.44 -0.68
O 0.26 2.97 0.27
O 0.75 -2.42 -0.05
O -1.66 1.14 1.09
N -0.29 0.31 -0.53
N -2.00 -1.66 -0.97
N 2.90 -2.34 0.75
C -3.63 -0.44 0.52
C 1.00 0.64 0.22
C 1.81 -1.80 0.09
C -1.38 0.39 0.11
C 1.15 2.05 -0.14
C 2.08 -0.27 -0.43
C -2.48 -0.37 -0.49
H -2.80 0.29 -1.29
H 2.44 -3.23 1.35
H -2.64 -1.82 -1.80
H -2.03 -2.56 -0.45
H -3.33 -1.03 1.45
H -4.59 -0.94 0.21
H 0.63 0.39 1.25
H 3.81 -1.96 1.19
H 3.21 -0.05 -0.21
H -0.32 -0.56 -1.11
H -0.43 2.37 0.77
H -3.66 0.61 0.98
H 1.90 -0.03 -1.46

No. 2
8
Properties=species:S:1:pos:R:3 method="wB97M-V/def2-TZVPD" total_charge=+1 spin_multiplicity=4 homo_lumo_gap_ev="4.1035 / 8.0106" homo_energy_ev="-10.983 / -14.311" s_squared=3.768 max_force_ev_per_a=4.84
Pr 2.44 -0.63 0.25
F 4.51 -0.76 -0.09
O -1.47 2.18 0.13
O 0.20 -0.47 -0.46
C -1.05 -0.22 0.00
C -1.59 1.15 -0.45
H -1.72 -0.96 -0.48
H -1.32 -0.28 1.08

No. 3
20
Properties=species:S:1:pos:R:3 method="wB97M-V/def2-TZVPD" homo_lumo_gap_ev=9.1847 homo_energy_ev=-8.652 max_force_ev_per_a=5.46
O -0.33 -1.24 -0.69
O 3.36 -0.92 0.41
O -2.48 0.20 -0.53
O -2.58 -0.15 1.70
N 4.34 1.16 0.63
N 1.42 -0.44 -0.55
N -1.18 -1.39 0.40
N 2.14 0.70 -0.34
C -2.11 -0.39 0.61
C 3.36 0.46 0.26
C -3.50 1.19 -0.38
C 2.19 -1.37 -0.09
H -0.67 -1.88 -1.36
H -0.64 -1.59 1.25
H 2.00 -2.42 -0.06
H -3.15 1.99 0.29
H -3.67 1.59 -1.38
H 1.76 1.60 -0.61
H 4.18 2.15 0.41
H -4.42 0.75 0.03

No. 4
132
Properties=species:S:1:pos:R:3 method="wB97M-V/def2-TZVPD" total_charge=-2 homo_lumo_gap_ev=5.7362 homo_energy_ev=-1.972 max_force_ev_per_a=1.02
Sr 1.16 -0.54 0.14
Se -1.78 -1.29 0.03
S 2.91 -2.77 -4.55
S -1.18 -4.69 -4.00
S 3.82 -5.51 -0.33
O 0.06 0.67 1.88
O 3.62 0.34 2.31
O 0.15 0.48 -1.79
O 5.47 0.04 1.02
N 0.40 -2.73 1.85
N 2.13 -3.61 -0.44
N 0.17 -3.04 -2.60
N 0.44 -4.76 3.25
N 4.86 -2.42 -2.83
N 1.91 -6.71 2.83
N 3.49 -0.57 -3.18
C -2.18 -0.11 1.52
C -5.91 -0.58 3.72
C 7.13 1.24 2.27
C -1.20 0.68 2.18
C 3.78 -3.36 1.42
C 6.43 -1.06 2.90
C -1.50 1.35 -3.28
C 0.45 -3.71 2.47
C -1.36 3.30 5.03
C 0.94 1.72 -4.07
C -5.47 0.81 3.24
C -5.79 1.81 4.34
C 5.96 0.28 2.35
C 4.42 0.47 -2.76
C 2.61 -5.58 -1.52
C -1.09 0.59 -2.15
C 4.71 0.84 3.10
C 4.62 2.36 3.07
C -3.99 0.79 2.88
C 1.80 -4.50 -1.42
C -0.76 -3.09 -3.49
C 0.63 -4.30 -2.30
C -6.30 1.18 2.00
C 4.54 0.35 4.52
C -6.15 1.52 -1.98
C 5.39 -2.03 -1.53
C -3.52 -0.05 1.88
C 0.00 -5.32 -2.94
C -5.58 2.02 -4.34
C 3.17 -4.02 0.23
C -0.87 1.65 -5.70
C -3.88 0.90 -2.84
C -1.69 1.56 3.20
C -3.03 1.58 3.51
C -2.85 1.49 -3.57
C 1.24 -5.77 2.97
C -1.42 -1.91 -4.12
C 0.39 1.60 4.63
C 3.81 -1.85 -3.47
C -0.68 2.45 3.94
C -5.90 -0.34 -3.63
C -0.69 3.57 -4.11
C -3.48 0.10 -1.77
C -5.35 1.03 -3.20
C -2.15 -0.06 -1.43
C -0.01 3.42 2.95
C -0.53 2.05 -4.25
B 4.04 -0.02 1.01
H 1.51 2.21 -4.86
H -4.22 -0.43 -1.19
H -5.53 2.83 4.04
H 7.95 0.76 1.73
H -1.67 -2.12 -5.16
H 6.88 -0.96 3.89
H -1.72 3.89 -4.30
H -5.17 3.00 -4.10
H -3.12 2.11 -4.42
H 0.68 4.08 3.49
H 1.08 2.26 5.18
H -7.37 1.19 2.24
H 4.61 -1.62 -0.89
H 2.70 -0.27 -3.71
H 6.20 -1.30 -1.61
H 4.41 -0.73 4.56
H -6.86 1.79 4.56
H -6.66 2.14 -4.51
H 0.95 1.02 3.90
H -7.21 1.60 -2.22
H -6.97 -0.58 4.00
H 6.86 2.15 1.74
H -0.04 4.10 -4.82
H -1.84 2.68 5.78
H -0.42 3.89 -3.10
H -2.10 3.98 4.61
H -4.21 -0.70 1.35
H -1.88 1.92 -5.99
H -0.18 2.14 -6.39
H -5.34 -0.71 -4.50
H 2.56 -6.38 -2.24
H -0.77 4.04 2.46
H -6.04 0.83 -1.14
H 4.48 -4.02 1.91
H 5.40 0.62 5.14
H -6.96 -0.27 -3.91
H 5.33 0.46 -3.37
H 4.67 0.39 -1.71
H 5.79 -2.93 -1.06
H 4.93 -3.39 -3.07
H 3.91 1.42 -2.91
H 7.17 -1.48 2.22
H 2.99 -3.09 2.12
H -0.07 0.92 5.35
H -5.76 -1.33 2.95
H 7.49 1.50 3.27
H 5.38 2.83 3.70
H -6.02 2.16 1.63
H 4.72 2.73 2.05
H -5.25 1.58 5.26
H -0.60 3.91 5.52
H -0.73 -1.07 -4.07
H 1.09 0.64 -4.14
H -5.13 1.67 -5.27
H 4.28 -2.43 1.12
H -6.15 0.46 1.20
H 1.32 2.03 -3.10
H 3.64 2.65 3.44
H -0.76 0.57 -5.83
H 0.53 2.87 2.19
H 3.64 0.80 4.95
H 5.60 -1.77 2.97
H -3.36 2.26 4.29
H 0.18 -6.37 -2.84
H -5.78 2.49 -1.65
H -5.80 -1.07 -2.83
H -5.32 -0.88 4.59
H -2.33 -1.62 -3.59

No. 5
18
Properties=species:S:1:pos:R:3 method="wB97M-V/def2-TZVPD" total_charge=+1 homo_lumo_gap_ev=11.3497 homo_energy_ev=-14.548 max_force_ev_per_a=5.12
O -0.47 1.08 -1.91
O 1.34 -2.49 0.96
O -2.55 2.69 1.41
N 0.02 0.09 0.41
C 1.42 -1.89 -0.36
C 1.36 -0.34 -0.04
H 2.39 -2.34 -0.93
H -0.55 0.10 -0.37
H -0.83 1.14 -2.80
H 1.17 -3.39 0.78
H -3.36 3.10 1.26
H -2.56 2.62 2.34
H 1.53 0.07 -0.99
H 2.12 -0.13 0.74
H -0.14 0.99 0.95
H -1.08 1.67 -1.49
H 0.57 -2.28 -1.03
H -0.39 -0.68 1.10